{"formula": "C13H22BCl21NO", "method": "ωB97M-V/def2-TZVPD", "multiplicity": 1, "homo_ev": -4.58, "e_lumo_ha": 0.064, "total_charge": -1, "elements": ["Cl", "C", "Cl", "Cl", "O", "Cl", "N", "Cl", "H", "H", "Cl", "H", "H", "Cl", "Cl", "B", "C", "H", "C", "Cl", "H", "H", "H", "H", "Cl", "C", "Cl", "Cl", "Cl", "C", "Cl", "H", "Cl", "Cl", "H", "Cl", "C", "Cl", "Cl", "C", "C", "H", "Cl", "H", "C", "C", "H", "Cl", "H", "H", "H", "H", "H", "C", "H", "C", "H", "H", "C"], "xyz": [[-1.623834, 6.072443, 1.813563], [3.024577, -1.713108, 0.530384], [-1.989783, 0.415662, 4.137133], [1.878113, -5.304900, 4.650947], [2.943595, -0.395221, 0.777739], [-1.699904, -2.389099, 3.407121], [4.123697, -2.398661, -0.250803], [-9.666889, 3.598806, 1.525306], [1.874931, 0.159565, -2.025511], [6.974226, -2.181786, -1.329551], [-6.190620, 0.813659, -4.643545], [4.763894, -2.882518, -2.267005], [5.519242, -0.679362, 0.217693], [-2.724504, 1.294256, -4.611383], [-5.206037, 0.437953, -1.928186], [2.159395, -0.516592, -2.944879], [-1.020360, 1.576215, -4.216580], [-8.581627, 4.870939, -0.135487], [-8.427043, 3.876212, 0.290273], [-5.733148, 3.122471, -2.927811], [1.810522, -3.734301, 0.487125], [-7.263832, 1.357610, -2.616968], [7.655823, -2.653526, 0.445130], [1.141237, -0.707400, -3.547296], [0.812714, 3.790625, 2.142409], [4.117714, -2.040707, -1.720049], [-8.568504, 2.683278, -1.012232], [-2.722219, 6.987970, 4.351101], [-3.525726, -0.677569, 1.916895], [-6.235283, 1.424078, -2.980722], [-6.808871, 3.822336, 1.010136], [-3.625320, -1.280381, 4.193167], [1.354590, 2.567371, -0.444800], [-1.170759, 2.049127, 0.910844], [6.422952, -3.806253, -0.485317], [0.135799, 7.211501, 3.835931], [6.708128, -2.674893, -0.276850], [-0.641215, 0.940103, -2.606860], [0.031209, 0.841974, -5.439165], [-2.817662, -1.017791, 3.505138], [-1.482373, 7.265377, 3.116068], [1.006272, 1.499031, 1.626836], [0.046571, -5.215899, 2.387927], [-0.841916, 2.654539, -4.211575], [1.343460, -6.129893, 3.176797], [0.560081, 2.361736, 1.125532], [-1.636957, 8.260104, 2.690308], [2.704223, -6.363584, 2.066307], [5.389659, -2.029604, 1.562753], [1.790447, -2.560659, -1.823009], [4.672403, -1.018155, -1.916225], [1.978385, -2.978206, 2.228024], [2.754969, -2.667243, -3.438480], [2.641237, -2.035577, -2.431779], [0.952849, -7.112272, 3.454296], [5.421584, -1.854963, 0.382529], [2.922328, -0.015914, -3.688185], [0.766108, -2.207713, 0.872084], [1.801452, -2.711191, 1.082757]], "forces_ev_per_angstrom": [[-0.117, 0.380, 0.225], [-1.854, 4.598, 0.559], [-0.138, -0.193, -0.004], [-0.070, -0.096, -0.101], [0.815, -7.807, -1.197], [-0.143, 0.142, 0.050], [0.175, 2.483, 1.801], [0.084, 0.064, -0.149], [0.087, 0.677, 0.862], [-0.444, -1.107, 2.410], [-0.093, 0.051, 0.145], [-1.161, 1.761, 1.352], [-0.137, -2.493, 0.200], [-0.118, 0.087, -0.112], [-0.226, 0.163, -0.120], [-0.430, -1.805, 0.424], [0.483, -0.183, 0.423], [0.042, -0.373, 0.126], [0.212, 0.115, 0.073], [-0.048, -0.196, -0.035], [0.237, 2.259, 1.180], [0.478, -0.015, -0.221], [-2.079, 0.094, -1.612], [-0.328, -0.238, -0.326], [0.090, -0.130, 0.126], [-0.031, -0.739, -1.694], [-0.284, 0.216, 0.297], [0.081, 0.084, -0.085], [0.025, -0.062, 0.212], [0.114, -0.073, 0.079], [-0.269, 0.033, -0.164], [0.294, 0.096, -0.252], [-0.137, -0.037, 0.577], [0.067, 0.045, 0.048], [0.474, 2.406, 0.564], [-0.152, 0.050, -0.069], [-0.152, 0.240, -0.217], [-0.665, 0.516, -0.493], [-0.300, 0.337, -0.040], [-0.032, 0.025, 0.006], [-0.027, -0.061, -0.284], [-0.098, 0.218, -0.222], [0.037, -0.298, 0.168], [-0.094, -0.388, -0.026], [-0.022, -0.080, -0.113], [0.399, -0.187, -0.430], [0.062, -0.346, 0.191], [-0.193, 0.003, 0.161], [0.015, 0.222, -2.570], [1.755, 0.742, -0.729], [-1.224, -1.728, 0.497], [-0.436, 0.863, -2.421], [-0.185, 0.946, 2.175], [0.753, -0.891, -0.912], [0.142, 0.366, -0.085], [0.880, -0.244, 0.335], [1.012, 0.469, -0.589], [2.078, -0.734, 0.707], [0.793, -0.250, -0.700]]}


{"formula": "C5H11NO", "method": "ωB97M-V/def2-TZVPD", "multiplicity": 1, "homo_ev": -8.52, "relative_energy_kj_mol": 250.14, "smiles": "C=CC(=C)NC.O", "e_lumo_ha": 0.030, "elements": ["N", "H", "C", "H", "H", "C", "C", "H", "H", "C", "H", "C", "H", "H", "H", "H", "H", "O"], "xyz": [[-0.136111, -0.157960, -1.367644], [1.830407, 1.157463, 1.174920], [-0.625529, 1.120029, -1.904603], [-1.938278, -0.460960, 1.735771], [-0.422041, -1.878998, 0.370926], [0.547800, -0.014000, -0.125416], [0.456118, -1.290250, 0.652493], [0.118131, 1.494562, -2.617892], [-1.591190, 1.120925, -2.406688], [1.334915, -1.703784, 1.544997], [1.531279, 1.883384, -0.362804], [1.318017, 1.000427, 0.232527], [1.382397, -2.568826, 2.188278], [-0.638551, 1.923927, -1.161093], [2.200586, -1.100193, 1.787012], [-0.892825, -0.818075, -1.268924], [-2.128737, 0.038188, 0.301432], [-2.346383, 0.254146, 1.226709]], "forces_ev_per_angstrom": [[-0.654, 1.335, 0.861], [-0.267, -0.920, 0.186], [1.124, 0.854, -0.598], [-0.060, 0.255, -0.092], [0.261, -0.200, 0.306], [0.302, -1.759, -0.303], [-0.480, 0.208, -0.229], [-0.220, -0.133, -0.210], [0.013, -0.593, 0.054], [0.977, 0.383, 0.771], [-0.513, -0.254, -0.477], [0.588, 1.605, 0.061], [-0.882, -0.501, -0.396], [-0.274, -0.342, 0.355], [0.044, 0.405, -0.366], [0.087, -0.192, -0.099], [-0.133, 0.252, 0.620], [0.087, -0.404, -0.445]]}


{"formula": "C2H31O14", "method": "ωB97M-V/def2-TZVPD", "multiplicity": 1, "homo_ev": -5.15, "relative_energy_kj_mol": 59.41, "e_lumo_ha": 0.065, "total_charge": -1, "elements": ["C", "H", "H", "O", "H", "O", "H", "H", "O", "H", "H", "H", "H", "O", "H", "O", "H", "H", "C", "H", "O", "H", "O", "H", "H", "H", "H", "H", "H", "O", "H", "H", "H", "H", "O", "H", "O", "O", "O", "H", "H", "O", "O", "H", "H", "H", "H"], "xyz": [[-1.051539, 1.047554, 0.230852], [-3.433615, 0.734148, -1.982968], [0.968602, -1.709300, -3.215559], [-1.973132, -3.911881, -1.410220], [0.173769, -0.471821, -0.684551], [2.497619, -2.372967, -0.544749], [-1.074267, -1.105386, 0.324277], [-1.539920, -4.199015, 2.611267], [-0.335276, 1.316789, 1.396947], [-0.803386, 1.787090, -0.539536], [-2.916759, 2.727312, 2.867303], [1.527300, 3.071980, 3.458305], [-1.137819, -2.840161, -4.063351], [2.135508, 2.649785, 0.507769], [1.228995, 0.160789, 1.458275], [-2.169551, 3.251087, 2.573409], [-2.114540, 1.215467, 0.435910], [-0.780983, -0.300115, 2.729388], [-0.865457, -0.306143, -0.388936], [-1.278737, -1.735449, 2.753142], [-0.950109, -1.943491, -3.778382], [-1.569072, 2.609507, 2.171176], [-1.319001, -3.400770, 2.126496], [0.356871, 2.234817, 2.970235], [2.803683, 0.867265, -1.018646], [1.959491, -0.560123, -3.351364], [2.694248, 1.875278, 0.622663], [2.129206, -1.036222, 1.063242], [-0.683273, -3.685286, 1.465273], [-1.367082, -0.893355, 3.213087], [3.918871, 1.796378, -1.461538], [1.245099, 2.337597, 0.715967], [-1.329038, -4.623138, -1.401556], [-0.666731, 4.155716, -0.373101], [-2.956913, 1.268393, -2.621260], [-1.427555, -0.475494, -1.307242], [3.747853, 1.016359, -0.929468], [0.897987, 2.409637, 3.749159], [0.119120, 4.333183, -0.895391], [2.652385, -1.981604, -1.411439], [-2.238228, -3.812706, -0.492056], [2.026461, -0.328046, 1.707790], [1.903699, -1.518264, -3.346467], [-1.102374, -1.957696, -2.829256], [0.848654, 4.050852, -0.335843], [3.282011, -2.899446, -0.378217], [-2.033072, 1.150895, -2.390836]], "forces_ev_per_angstrom": [[-0.160, 1.285, 0.663], [-0.008, -0.020, 0.156], [-0.317, -0.028, -0.332], [0.025, 0.003, -0.157], [0.276, 0.150, 0.075], [-0.079, -0.205, 0.197], [-0.277, -0.042, 0.009], [-0.049, -0.021, 0.225], [0.428, -0.450, -0.528], [0.048, 0.235, -0.368], [-0.012, -0.108, 0.068], [0.083, 0.008, -0.131], [-0.079, -0.119, -0.004], [0.043, 0.624, -0.251], [-0.658, 0.374, 0.193], [-0.423, 0.515, 0.005], [-0.458, -0.196, -0.166], [0.122, 0.652, -0.159], [0.857, -1.075, 0.107], [-0.022, 0.126, 0.213], [0.310, 0.145, 0.008], [0.561, -0.563, -0.198], [-0.191, -0.569, -0.488], [-0.136, -0.312, -0.302], [-0.191, 0.049, 0.082], [-0.003, 0.141, -0.084], [0.126, -0.023, 0.274], [-0.033, -0.005, -0.147], [0.306, 0.145, -0.041], [-0.212, -0.166, 0.136], [-0.086, 0.212, 0.036], [-0.621, -0.536, 0.562], [0.114, -0.083, -0.021], [-0.122, -0.038, 0.119], [-0.217, 0.050, -0.312], [-0.445, 0.088, 0.052], [0.494, -0.549, -0.351], [0.141, 0.186, 0.449], [-0.105, 0.210, -0.203], [-0.176, 0.125, -0.389], [-0.094, 0.188, 0.177], [0.556, -0.228, -0.036], [0.511, -0.037, 0.327], [-0.367, -0.109, 0.266], [0.277, -0.144, 0.033], [0.123, -0.002, 0.126], [0.140, 0.114, 0.112]]}